i:
Density functional theory data (ωB97M-V/def2-TZVPD) for 3 unconnected molecules or ions with the total composition C2H12NO2.

Its multiplicity is 2. Its expectation value of S² is 0.751. The calculation puts the HOMO energy (alpha / beta) at -0.1018 / -0.4263 hartree. Its LUMO energy (alpha / beta) is 0.02128 / 0.01501 Ha. As for the charge: 0.

Element x y z (Å)
C1 0.133 -0.449 -0.887
N1 0.020 -0.272 0.624
C2 -0.829 0.949 0.858
H1 1.170 -0.188 -1.290
H2 -0.617 0.314 -1.303
H3 -0.028 -1.577 -1.014
H4 -0.517 -1.058 1.068
H5 0.779 -0.257 1.199
H6 -1.863 0.988 0.387
H7 -1.136 1.018 1.918
H8 -0.300 1.906 0.528
H9 4.138 1.496 -1.101
H10 3.187 2.321 -2.048
O1 3.378 1.350 -1.741
H11 -2.379 -2.487 1.637
H12 -2.814 -2.234 0.191
O2 -2.323 -1.823 0.974

ii:
Density functional theory data (ωB97M-V/def2-TZVPD) for 3 unconnected molecules or ions with the total composition C2H12NO2.

Its multiplicity is 2. Its expectation value of S² is 0.751. The calculation puts the HOMO energy (alpha / beta) at -0.1113 / -0.4153 hartree. Its LUMO energy (alpha / beta) is 0.03295 / 0.01970 Ha. As for the charge: 0.

Element x y z (Å)
C1 0.454 2.298 0.101
N1 0.414 0.764 0.267
C2 -1.008 0.261 -0.004
H1 1.267 2.570 0.759
H2 0.603 2.324 -0.977
H3 -0.442 2.756 0.521
H4 0.665 0.453 1.211
H5 0.991 0.311 -0.535
H6 -1.711 1.037 0.258
H7 -1.199 -0.697 0.493
H8 -1.010 -0.019 -1.083
H9 2.040 -2.257 1.410
H10 0.921 -2.437 2.341
O1 1.124 -1.973 1.508
H11 -0.529 -2.104 -1.617
H12 -1.754 -1.790 -2.336
O2 -0.826 -1.497 -2.318

It is i that is the least stable of them.

i:
Density functional theory data (ωB97M-V/def2-TZVPD) for a gas-phase ion, C3H10N3O (charge +1).

Its multiplicity is 1. The calculation puts the HOMO energy at -0.5225 hartree. Its LUMO energy is -0.11432 Ha. As for the SMILES: C[C@@]1([NH3+])OC1(N)N. As for the charge: +1.

Element x y z (Å)
C1 -1.531 -1.207 -0.098
C2 -0.515 -0.167 0.191
N1 -1.193 1.421 0.015
O1 0.206 -0.102 1.339
C3 0.949 -0.080 0.100
N2 1.729 -1.180 -0.246
N3 1.461 1.211 -0.233
H1 -2.486 -0.960 0.365
H2 -1.196 -2.149 0.340
H3 -1.665 -1.345 -1.169
H4 -1.866 1.459 -0.750
H5 -1.605 1.693 0.906
H6 -0.318 1.949 -0.188
H7 1.299 -2.077 -0.058
H8 2.656 -1.151 0.173
H9 2.147 1.523 0.449
H10 1.927 1.161 -1.134

ii:
Density functional theory data (ωB97M-V/def2-TZVPD) for 2 unconnected molecules or ions with the total composition C3H10N3O.

Its multiplicity is 1. The calculation puts the HOMO energy at -0.5158 hartree. Its LUMO energy is -0.16985 Ha. As for the charge: +1.

Element x y z (Å)
C1 -2.218 1.199 0.734
C2 -0.281 2.612 0.661
N1 -0.838 1.521 0.348
H1 -2.218 0.197 1.150
H2 -2.855 1.311 -0.139
H3 -2.584 1.884 1.493
H4 -0.780 3.297 1.337
H5 0.716 2.845 0.313
H6 -0.339 0.772 -0.247
N2 1.709 -1.055 0.541
C3 0.863 -1.507 -0.439
N3 0.309 -0.441 -1.243
O1 0.534 -2.645 -0.592
H7 2.317 -1.761 0.939
H8 2.161 -0.169 0.354
H9 1.024 -0.072 -1.858
H10 -0.418 -0.842 -1.835

It is i that is the least stable of them.

i:
Density functional theory data (ωB97M-V/def2-TZVPD) for a molecular structure, CH3I2O2P.

Its multiplicity is 1. The calculation puts the HOMO energy at -0.3372 hartree. Its LUMO energy is -0.07038 Ha. As for the charge: 0.

Element x y z (Å)
C1 0.021 0.288 -0.098
O1 -3.004 -2.254 2.801
O2 -1.686 -0.093 1.450
P1 -1.506 -0.764 -0.038
I1 -3.409 -0.530 2.640
I2 -3.111 0.764 -1.040
H1 -0.272 1.421 0.153
H2 0.556 0.069 0.861
H3 0.690 0.137 -1.041

ii:
Density functional theory data (ωB97M-V/def2-TZVPD) for a single CH3I2O2P molecule.

Its multiplicity is 1. The calculation puts the HOMO energy at -0.3611 hartree. Its LUMO energy is -0.07326 Ha. As for the charge: 0.

Element x y z (Å)
C1 -0.112 -0.331 -0.020
O1 0.944 -1.612 -2.178
O2 -0.902 -2.819 -0.789
P1 -0.103 -1.663 -1.168
I1 -2.166 -0.649 -3.032
I2 -0.882 1.148 -4.460
H1 0.408 -0.582 0.951
H2 0.275 0.568 -0.396
H3 -1.078 -0.195 0.443

It is i that is the least stable of them.

i:
Density functional theory data (ωB97M-V/def2-TZVPD) for 2 unconnected molecules or ions with the total composition C2H6N4O.

Its multiplicity is 1. The calculation puts the HOMO energy at -0.2811 hartree. Its LUMO energy is 0.00663 Ha. As for the charge: 0.

Element x y z (Å)
C1 0.537 -0.712 1.084
C2 -0.696 0.401 0.583
N1 0.378 -1.165 -0.140
N2 -0.633 -0.198 -0.574
N3 1.134 -1.332 2.105
N4 -1.300 1.614 -2.013
O1 -1.211 1.250 1.230
H1 0.874 -1.847 -0.660
H2 1.252 -0.832 2.998
H3 1.759 -2.134 1.902
H4 -1.618 2.173 -1.185
H5 -1.358 0.629 -1.857
H6 -0.397 1.935 -2.360

ii:
Density functional theory data (ωB97M-V/def2-TZVPD) for a single C2H6N4O molecule.

Its multiplicity is 1. The calculation puts the HOMO energy at -0.3320 hartree. Its LUMO energy is 0.03688 Ha. As for the SMILES: [H]/N=C/NO/C=N/N. As for the charge: 0.

Element x y z (Å)
H1 1.869 -0.354 -2.606
N1 1.255 0.441 -2.189
C1 0.412 -0.352 -1.643
N2 -0.850 0.172 -1.329
O1 -1.681 -0.484 -0.372
C2 -0.959 -0.481 0.887
N3 -0.099 0.486 1.022
N4 0.812 0.424 2.123
H2 0.467 -1.464 -1.444
H3 -1.200 1.203 -1.227
H4 -1.373 -1.221 1.713
H5 0.247 0.319 3.011
H6 1.100 1.311 2.054

It is ii that is the least stable of them.

i:
Density functional theory data (ωB97M-V/def2-TZVPD) for 2 unconnected molecules or ions with the total composition C5H14NO2.

Its multiplicity is 1. The calculation puts the HOMO energy at -0.1202 hartree. Its LUMO energy is 0.12605 Ha. As for the charge: -1.

Element x y z (Å)
C1 -0.416 0.460 -0.027
N1 0.562 1.275 0.774
C2 1.627 2.029 -0.077
O1 1.284 3.315 -0.198
C3 -0.650 -0.869 0.717
C4 -0.520 -2.131 -0.142
C5 -0.535 -3.367 0.754
H1 -1.292 1.113 -0.161
H2 -0.163 0.241 -1.064
H3 0.004 2.029 1.116
H4 2.588 2.072 0.501
H5 1.693 1.439 -0.971
H6 -1.678 -0.805 1.136
H7 0.029 -0.930 1.566
H8 -1.411 -2.118 -0.829
H9 0.322 -1.892 -0.821
H10 0.477 -3.543 1.139
H11 -1.018 -4.227 0.376
H12 -1.031 -3.138 1.688
H13 -0.590 2.584 -1.669
H14 0.692 3.455 -1.546
O2 0.024 3.009 -2.263

ii:
Density functional theory data (ωB97M-V/def2-TZVPD) for 2 unconnected molecules or ions with the total composition C5H14NO2.

Its multiplicity is 1. The calculation puts the HOMO energy at -0.1294 hartree. Its LUMO energy is 0.13458 Ha. As for the charge: -1.

Element x y z (Å)
C1 0.084 -0.152 -0.133
C2 -1.403 -0.076 -0.408
C3 -2.147 -1.328 0.137
C4 -2.024 1.204 0.136
N1 0.763 1.006 -0.746
C5 2.246 0.913 -0.648
O1 2.746 0.753 0.602
H1 0.490 -0.993 -0.698
H2 0.407 -0.311 0.904
H3 -1.507 -0.161 -1.492
H4 -3.182 -1.321 -0.210
H5 -1.603 -2.183 -0.260
H6 -2.050 -1.342 1.219
H7 -1.484 1.515 1.043
H8 -3.023 1.079 0.586
H9 -2.038 2.010 -0.596
H10 0.542 1.794 -0.118
H11 2.573 1.874 -1.102
H12 2.567 0.141 -1.374
H13 2.354 -2.040 1.543
H14 2.850 -0.650 0.841
O2 2.840 -1.731 0.772

iii:
Density functional theory data (ωB97M-V/def2-TZVPD) for 2 unconnected molecules or ions with the total composition C5H14NO2.

Its multiplicity is 1. The calculation puts the HOMO energy at -0.1254 hartree. Its LUMO energy is 0.14999 Ha. As for the charge: -1.

Element x y z (Å)
C1 -2.124 0.007 1.389
N1 -1.954 -0.223 -0.064
C2 0.592 1.021 -2.266
C3 0.350 0.947 -0.739
C4 -0.474 -0.351 -0.575
C5 0.342 -1.287 0.383
O1 0.641 -0.631 1.540
H1 -1.627 -0.758 2.001
H2 -3.145 -0.057 1.706
H3 -1.799 1.081 1.474
H4 -2.402 -1.107 -0.257
H5 0.894 0.022 -2.602
H6 -0.285 1.264 -2.818
H7 1.381 1.755 -2.519
H8 1.180 0.968 -0.064
H9 -0.110 1.904 -0.507
H10 -0.556 -0.976 -1.470
H11 -0.165 -2.258 0.565
H12 1.300 -1.551 -0.131
H13 2.977 0.675 2.011
H14 1.950 -0.362 1.530
O2 3.034 -0.083 1.413

It is iii that is the least stable of them.

i:
Density functional theory data (ωB97M-V/def2-TZVPD) for a single C3H7N3 molecule.

Its multiplicity is 1. The calculation puts the HOMO energy at -0.2940 hartree. Its LUMO energy is 0.03035 Ha. As for the SMILES: [H]/N=C/NN1CC1. As for the charge: 0.

Element x y z (Å)
H1 -1.395 -2.869 -1.227
N1 -0.626 -2.238 -0.781
C1 -1.016 -0.863 -1.047
N2 -0.373 0.309 -0.598
N3 0.685 0.344 0.146
C2 0.962 1.805 0.756
C3 0.496 0.487 1.634
H2 -1.826 -0.488 -1.867
H3 -0.287 0.976 -1.483
H4 0.145 2.499 0.574
H5 1.939 2.191 0.633
H6 -0.593 0.336 2.130
H7 1.556 -0.131 1.814

ii:
Density functional theory data (ωB97M-V/def2-TZVPD) for a single C3H7N3 molecule.

Its multiplicity is 1. The calculation puts the HOMO energy at -0.3334 hartree. Its LUMO energy is 0.02702 Ha. As for the SMILES: [H]/N=C(\N)N1CC1. As for the charge: 0.

Element x y z (Å)
H1 2.896 -0.560 -0.059
N1 1.816 -0.838 -0.003
C1 0.781 -0.108 0.016
N2 0.671 1.307 -0.046
N3 -0.408 -0.808 -0.017
C2 -1.473 -0.070 0.714
C3 -1.426 -0.006 -0.739
H2 1.715 1.752 0.480
H3 -0.239 1.935 -0.190
H4 -2.172 -0.442 1.651
H5 -0.849 0.796 1.252
H6 -2.125 -0.792 -1.191
H7 -1.074 0.786 -1.424

iii:
Density functional theory data (ωB97M-V/def2-TZVPD) for a single C3H7N3 molecule.

Its multiplicity is 1. The calculation puts the HOMO energy at -0.3190 hartree. Its LUMO energy is 0.03534 Ha. As for the SMILES: [H]/N=C/N(C)N=C. As for the charge: 0.

Element x y z (Å)
H1 1.618 2.250 -0.482
N1 1.315 1.331 0.030
C1 0.068 1.231 0.010
N2 -0.578 -0.019 0.088
C2 -1.962 -0.094 0.052
N3 0.045 -1.300 -0.175
C3 1.368 -1.367 0.086
H2 -0.559 2.054 -0.025
H3 -2.616 -0.230 1.055
H4 -2.240 -0.796 -0.809
H5 -2.264 0.926 -0.505
H6 2.058 -0.549 0.364
H7 1.688 -2.352 -0.088

It is i that is the least stable of them.

i:
Density functional theory data (ωB97M-V/def2-TZVPD) for a single C3H7N3 molecule.

Its multiplicity is 1. The calculation puts the HOMO energy at -0.3106 hartree. Its LUMO energy is 0.02847 Ha. As for the SMILES: [H]/N=C(N)/C=C\N. As for the charge: 0.

Element x y z (Å)
H1 -1.492 -1.187 -2.329
N1 -1.538 -0.104 -2.092
C1 -0.612 -0.106 -1.057
N2 -0.081 -1.271 -0.288
C2 -0.205 1.122 -0.475
C3 0.554 1.073 0.686
N3 1.124 0.141 1.557
H2 0.834 -1.284 0.156
H3 -0.375 -2.253 -0.501
H4 -0.480 2.027 -1.043
H5 0.672 2.142 1.143
H6 0.443 -0.707 1.769
H7 1.156 0.406 2.473

ii:
Density functional theory data (ωB97M-V/def2-TZVPD) for a single C3H7N3 molecule.

Its multiplicity is 1. The calculation puts the HOMO energy at -0.3263 hartree. Its LUMO energy is 0.01603 Ha. As for the SMILES: [H]/N=C(C)\C(N)=N/[H]. As for the charge: 0.

Element x y z (Å)
H1 -1.268 -2.231 -0.821
N1 -1.305 -1.619 -0.008
C1 -0.731 -0.530 -0.093
C2 -0.507 0.377 1.348
C3 0.557 0.037 -0.529
N2 0.463 1.313 -1.091
N3 1.667 -0.622 -0.604
H2 1.673 -1.490 -0.074
H3 -1.221 1.185 1.204
H4 0.421 0.802 1.724
H5 -0.850 -0.308 2.119
H6 1.365 1.659 -1.393
H7 -0.263 1.427 -1.781

iii:
Density functional theory data (ωB97M-V/def2-TZVPD) for 2 unconnected molecules or ions with the total composition C3H7N3.

Its multiplicity is 1. The calculation puts the HOMO energy at -0.3173 hartree. Its LUMO energy is -0.00995 Ha. As for the charge: 0.

Element x y z (Å)
N1 0.677 -0.181 1.888
C1 -0.047 -0.692 0.733
C2 -0.370 0.375 -0.257
N2 0.231 1.508 -0.143
C3 -0.771 -0.626 -2.794
N3 -1.110 -0.955 -3.863
H1 0.162 -0.356 2.743
H2 1.587 -0.611 1.988
H3 -0.972 -1.221 0.989
H4 0.539 -1.416 0.147
H5 -0.866 0.076 -1.259
H6 0.850 1.656 0.656
H7 0.129 2.220 -0.858

It is iii that is the least stable of them.

i:
Density functional theory data (ωB97M-V/def2-TZVPD) for a single C6H8 molecule.

Its multiplicity is 1. The calculation puts the HOMO energy (alpha / beta) at -0.2708 / -0.2893 hartree. Its LUMO energy (alpha / beta) is 0.00905 / 0.02648 Ha. As for the charge: 0.

Element x y z (Å)
C1 1.378 -1.003 0.215
C2 0.042 -0.891 -0.563
C3 -1.265 -0.426 0.097
C4 -0.948 1.018 0.422
C5 0.397 1.334 0.108
C6 1.030 0.206 -0.561
H1 1.357 -0.916 1.304
H2 2.067 -1.758 -0.160
H3 -0.028 -1.576 -1.408
H4 -1.595 -0.989 0.985
H5 -2.088 -0.512 -0.628
H6 -1.721 1.769 0.576
H7 0.974 2.114 0.610
H8 0.359 1.660 -1.027

ii:
Density functional theory data (ωB97M-V/def2-TZVPD) for a single C6H8 molecule.

Its multiplicity is 1. The calculation puts the HOMO energy (alpha / beta) at -0.2827 / -0.2811 hartree. Its LUMO energy (alpha / beta) is -0.01184 / -0.01106 Ha. As for the charge: 0.

Element x y z (Å)
C1 2.921 0.453 -0.712
C2 1.659 0.484 -0.231
C3 0.325 0.123 -0.534
C4 -0.620 -0.336 0.449
C5 -2.013 0.347 0.378
C6 -1.881 -1.025 -0.118
H1 1.776 1.066 0.686
H2 3.587 1.242 -0.367
H3 3.373 -0.330 -1.303
H4 -0.347 -0.664 1.455
H5 -2.498 0.509 1.338
H6 -2.118 1.155 -0.336
H7 -2.274 -1.838 0.485
H8 -1.890 -1.186 -1.190

It is i that is the least stable of them.